# 1
Density functional theory data (the ωB97M-V functional and the def2-TZVPD basis) for a molecular structure, C5H12EuMgO3.

Atoms and positions in Å:
1 O 2.533 1.115 0.714
2 Mg 4.495 1.333 0.488
3 C -1.974 2.063 -1.321
4 O -0.976 1.394 -0.582
5 C -1.331 0.900 0.736
6 C -0.155 0.116 1.261
7 C -0.110 -1.303 0.750
8 O 0.606 -1.299 -0.516
9 C 1.185 -2.525 -0.918
10 Eu 1.118 0.812 -1.061
11 H -1.478 2.493 -2.198
12 H -2.725 1.330 -1.653
13 H -2.430 2.853 -0.706
14 H -2.241 0.292 0.583
15 H -1.575 1.773 1.359
16 H -0.085 0.177 2.349
17 H 1.721 0.700 1.699
18 H -1.081 -1.776 0.520
19 H 0.446 -1.928 1.465
20 H 2.154 -2.300 -1.381
21 H 1.468 -3.161 -0.066
22 H 0.436 -3.058 -1.522

Expectation value of S² ... 15.760
Frontier orbital gap (alpha / beta) ... 4.181 / 4.167 eV
Spin multiplicity ... 8
E ... -36291.1482 eV

---

# 2
Density functional theory data (the ωB97M-V functional and the def2-TZVPD basis) for a molecular structure, C28H24CsN6O3S2.

Atoms and positions in Å:
1 Cs 0.198 1.247 -1.822
2 O 2.385 3.451 -5.582
3 C 2.073 2.763 -4.584
4 N 1.302 3.098 -3.568
5 C 0.782 4.434 -3.724
6 C -0.183 4.883 -2.642
7 C -0.757 6.156 -2.758
8 C -1.651 6.593 -1.807
9 C -1.968 5.752 -0.745
10 C -1.361 4.513 -0.702
11 N -0.489 4.086 -1.621
12 C 2.673 1.343 -4.559
13 C 3.416 0.933 -5.665
14 C 3.937 -0.346 -5.694
15 C 3.713 -1.192 -4.617
16 C 2.975 -0.701 -3.554
17 N 2.465 0.529 -3.520
18 H 0.266 4.555 -4.690
19 H 1.591 5.180 -3.781
20 H -0.489 6.778 -3.602
21 H -2.103 7.574 -1.889
22 H -2.671 6.043 0.023
23 H -1.579 3.818 0.102
24 H 3.549 1.646 -6.466
25 H 4.512 -0.685 -6.548
26 H 4.096 -2.204 -4.593
27 H 2.786 -1.323 -2.684
28 C -1.109 -1.218 3.577
29 C -0.200 -0.868 2.431
30 N -0.530 -1.012 1.199
31 N -1.728 -1.727 1.081
32 C -2.588 -1.301 0.214
33 S -2.758 0.170 -0.623
34 S -3.917 -2.479 -0.055
35 C -3.114 -4.078 0.237
36 C -3.077 -4.628 1.637
37 C -1.893 -4.697 2.365
38 C -1.876 -5.235 3.642
39 C -3.047 -5.705 4.223
40 C -4.232 -5.645 3.506
41 C -4.240 -5.118 2.222
42 C 1.182 -0.413 2.745
43 C 1.871 -1.051 3.779
44 C 3.185 -0.741 4.090
45 C 3.852 0.242 3.374
46 C 3.187 0.916 2.363
47 C 1.875 0.585 2.059
48 O 1.309 1.277 1.008
49 H -2.096 -0.795 3.396
50 H -0.721 -0.844 4.524
51 H -1.251 -2.300 3.639
52 H -2.110 -4.033 -0.183
53 H -3.700 -4.762 -0.383
54 H -0.982 -4.311 1.926
55 H -0.943 -5.279 4.192
56 H -3.035 -6.114 5.226
57 H -5.153 -6.012 3.943
58 H -5.171 -5.070 1.668
59 H 1.361 -1.826 4.336
60 H 3.688 -1.271 4.888
61 H 4.880 0.491 3.605
62 H 3.666 1.698 1.788
63 O -0.202 2.123 2.377
64 N 0.150 2.107 1.276

ΔE to the lowest compared entry with this formula, charge and spin ... 0.0 kJ/mol
Frontier orbital gap ... 6.804 eV
Charge ... -1
E ... -66726.6095 eV

---

Question: What is the E in the second record?
Answer: -66726.6095 eV